Record 1
DFT (wB97M-V/def2-TZVPD) results for a 2-piece molecular cluster, C4H13N3O overall in a non-equilibrium geometry.

XYZ file:
```
21
Properties=species:S:1:pos:R:3:forces:R:3:lowdin_charge:R:1
N 2.118807 1.158211 -0.891280 -0.791 0.012 0.401 0.011
C 0.856209 1.482778 -0.245920 0.399 -0.220 -0.638 -0.162
C 0.085733 0.493392 0.198962 -0.120 -0.540 0.872 -0.367
N 0.601790 -0.823856 0.294513 0.007 0.376 -0.673 0.103
C -1.309888 0.682681 0.713090 -0.228 0.537 -0.387 -0.158
C -2.386839 0.135182 -0.245067 -0.116 0.226 -0.032 -0.281
N -2.716318 -1.271782 -0.008383 0.339 -0.073 -0.122 -0.012
H 1.905535 0.953907 -1.862126 0.381 0.164 -0.100 0.075
H 2.749036 1.944562 -0.842317 0.143 -0.063 -0.138 0.069
H 0.525503 2.510854 -0.257070 -0.171 0.061 0.105 0.098
H -0.074069 -1.570892 0.240347 -0.137 0.133 0.094 0.070
H 1.308156 -0.929370 -0.421551 0.044 -0.304 0.107 0.057
H -1.494616 1.759681 0.814626 0.136 -0.155 0.058 0.110
H -1.445418 0.224357 1.688047 0.058 -0.114 0.177 0.113
H -2.059827 0.374395 -1.271313 -0.128 -0.235 0.100 0.111
H -3.321243 0.684611 -0.095722 0.184 0.076 0.114 0.106
H -2.104255 -1.897149 -0.520664 -0.123 0.041 -0.015 0.053
H -3.661316 -1.470729 -0.303312 -0.002 -0.061 -0.049 0.059
O 3.828395 -1.292355 1.035983 -0.327 -0.497 -0.032 -0.077
H 3.084162 -1.081813 0.452254 0.269 0.275 0.283 -0.016
H 3.510467 -2.066675 1.526898 0.183 0.361 -0.127 0.036
```
Forces are in eV/Å.

- Structure (SMILES): N/C=C(\N)CCN.O
- Multiplicity: 1
- E_LUMO: 0.0292 Ha
- HOMO-LUMO gap: 8.850 eV



Record 2
DFT (wB97M-V/def2-TZVPD) results for a 2-piece molecular cluster, C4H13N3O overall in a non-equilibrium geometry.

XYZ file:
```
21
Properties=species:S:1:pos:R:3:forces:R:3:lowdin_charge:R:1
C 1.814694 -0.930866 -0.925873 -0.374 1.786 0.367 -0.048
N 0.485363 -1.444272 -0.606618 1.270 -1.195 0.615 0.011
C 0.352415 -2.370793 0.411380 -0.621 -0.678 0.356 -0.250
N -0.717240 -3.109752 0.466646 1.063 0.980 1.152 0.146
H 1.663779 0.040805 -1.449683 0.328 -0.769 0.066 0.087
H 2.247384 -0.653149 0.031947 0.301 -0.074 -0.057 0.085
H 2.532037 -1.548695 -1.483208 -0.704 -0.300 -0.028 0.117
H -0.120142 -1.672668 -1.355159 -0.931 0.068 -1.068 0.135
H 1.221380 -2.408876 1.094363 -0.587 0.119 -0.095 0.147
H -0.745798 -3.616425 1.384553 0.184 0.168 -1.215 0.090
C -2.238191 1.516607 0.295471 -0.667 -0.308 0.328 -0.056
N -0.866170 1.182793 0.684537 -0.561 0.389 -1.874 0.030
C 0.099125 1.875631 -0.135134 2.257 0.543 0.716 -0.234
O 1.471490 1.768682 0.416357 -2.361 0.077 0.207 -0.064
H -2.493387 2.546503 0.569636 0.292 -0.129 -0.212 0.105
H -2.930694 0.864049 0.839786 0.214 0.101 -0.156 0.100
H -2.424293 1.359901 -0.800492 0.308 0.217 0.714 0.122
H -0.719283 0.186407 0.598780 0.389 -0.711 0.638 0.093
H 0.125916 1.412142 -1.140776 0.136 0.244 0.339 0.128
H -0.163857 2.937846 -0.252251 -0.109 -0.370 0.155 0.143
H 1.405471 2.064126 1.355741 0.172 -0.159 -0.947 0.114
```
Forces are in eV/Å.

- Net charge: +1
- Multiplicity: 2
- E_LUMO (spin up / spin down): -0.0997 / -0.3192 Ha
- HOMO-LUMO gap (spin up / spin down): 12.135 / 4.244 eV



Record 3
DFT (wB97M-V/def2-TZVPD) results for a 2-piece molecular cluster, C4H13N4 overall in a non-equilibrium geometry.

XYZ file:
```
21
Properties=species:S:1:pos:R:3:forces:R:3:lowdin_charge:R:1
C -1.517213 -0.120032 -0.429909 -0.962 -0.373 -0.491 -0.343
C -2.271671 -1.409606 0.077141 -0.314 1.779 -1.643 0.012
C 0.664436 1.386658 -1.804680 0.417 2.647 -1.865 -0.019
C 0.843791 0.732197 -0.566803 -0.258 -2.525 0.683 -0.398
N -1.989819 0.873759 -1.067353 0.437 -0.807 0.915 0.167
N 1.188197 -0.645835 2.230412 1.025 0.147 -1.504 0.073
N 2.087213 0.699115 -0.117551 1.086 -2.306 3.139 0.173
N -0.113845 -0.105517 -0.099307 1.557 0.622 1.774 0.110
H -1.663533 -2.234369 0.124891 2.103 -1.802 -0.032 0.038
H -2.582097 -1.269005 1.059143 -0.667 0.612 1.905 0.056
H -3.145903 -1.828619 -0.455937 0.342 1.201 -0.329 0.103
H 1.669208 1.679656 -2.228828 -1.213 -0.152 0.330 0.117
H 0.018089 2.300347 -1.650595 0.370 -1.235 -0.812 0.130
H 0.260128 0.571202 -2.406374 -0.510 0.773 -0.612 0.118
H -2.990928 0.788393 -1.186773 -0.194 -0.185 -0.263 0.078
H 0.955924 -0.161202 3.041335 -0.669 0.867 1.782 0.056
H 1.005841 -1.608661 2.318830 -0.201 -1.451 0.548 0.063
H 2.192043 -0.537406 2.122891 -0.045 -0.339 0.708 0.052
H 2.395092 -0.050566 0.705598 -1.060 3.344 -3.572 0.178
H 2.748297 1.353379 -0.545583 -0.220 -0.723 0.468 0.137
H 0.246749 -0.413888 0.879452 -1.024 -0.095 -1.128 0.098
```
Forces are in eV/Å.

- Net charge: +1
- Multiplicity: 1
- E_LUMO: -0.1207 Ha
- HOMO-LUMO gap: 10.645 eV



Record 4
DFT (wB97M-V/def2-TZVPD) results for a 2-piece molecular cluster, C4H13N4 overall in a non-equilibrium geometry.

XYZ file:
```
21
Properties=species:S:1:pos:R:3:forces:R:3:lowdin_charge:R:1
C 2.606656 -0.429049 0.185958 -0.008 0.055 -0.353 -0.027
C 1.996104 0.904933 0.444142 0.520 0.665 0.005 -0.360
C 2.441479 1.932520 1.158742 -0.764 -0.735 0.568 0.104
N 0.768822 1.125010 -0.334899 -0.086 0.044 -0.050 0.168
H 3.350653 -0.699042 0.926284 0.065 0.108 0.065 0.095
H 1.856404 -1.219324 0.137287 -0.074 0.040 0.121 0.085
H 3.086573 -0.386388 -0.798201 0.096 -0.163 0.077 0.099
H 1.818364 2.811234 1.283885 0.243 0.185 -0.251 0.078
H 3.270699 1.838756 1.844124 0.199 -0.046 -0.236 0.086
H -0.036049 0.505408 0.042044 -0.447 -0.505 -0.097 0.071
H 0.876480 0.884971 -1.322859 0.202 0.016 0.103 0.162
H 0.466093 2.091426 -0.281263 0.020 0.224 0.006 0.153
N -3.435758 -1.374736 0.207406 0.144 -0.648 -0.136 0.145
C -2.245061 -0.944876 -0.311153 0.398 0.441 -0.026 -0.572
N -2.208994 -0.946970 -1.687003 -0.462 0.234 0.561 0.139
N -1.247997 -0.516532 0.405566 -0.406 -0.218 -0.274 0.079
H -3.427028 -1.568835 1.196415 -0.085 0.077 0.058 0.107
H -3.865594 -2.129463 -0.317075 -0.109 0.207 0.079 0.117
H -3.134706 -0.774123 -2.063487 0.320 -0.049 -0.362 0.112
H -1.485320 -0.373412 -2.088451 -0.057 -0.114 -0.123 0.090
H -1.451820 -0.731507 1.372538 0.290 0.182 0.266 0.069
```
Forces are in eV/Å.

- Net charge: +1
- Multiplicity: 1
- E_LUMO: -0.1093 Ha
- HOMO-LUMO gap: 10.549 eV



Record 5
DFT (wB97M-V/def2-TZVPD) results for a 2-piece molecular cluster, C4H13N4O overall in a non-equilibrium geometry.

XYZ file:
```
22
Properties=species:S:1:pos:R:3:forces:R:3:lowdin_charge:R:1
C -0.529881 -1.176554 -0.951370 -0.154 -0.513 0.125 -0.035
C 1.778927 -1.664572 -0.530401 0.961 -0.238 -0.309 -0.434
N 1.772243 -0.946114 0.603410 -0.726 -0.120 0.399 0.209
N 0.716128 -1.871026 -1.283384 -1.103 0.951 0.370 0.071
N 2.964475 -2.177160 -0.895756 -0.863 0.219 0.381 0.204
H 0.962354 -0.394054 0.916160 0.123 -0.103 -0.484 0.077
H 2.251630 -1.403556 1.363804 0.354 0.279 0.045 0.135
H 0.726896 -2.220997 -2.222466 0.775 -0.180 -0.156 0.158
H 2.972033 -2.857775 -1.619829 0.484 -0.426 -0.329 0.121
H 3.782279 -1.915830 -0.377340 0.210 -0.163 -0.152 0.130
H -0.770441 -1.350466 0.076847 -0.163 -0.210 0.598 0.082
H -1.348722 -1.575067 -1.534082 0.036 -0.005 -0.315 0.103
H -0.431251 -0.112265 -1.050742 -0.002 0.397 -0.415 0.079
C -2.620724 1.781367 1.183959 -0.209 0.885 0.650 0.009
C -1.167862 1.860683 0.844815 0.561 -0.428 -0.466 -0.560
O -0.420776 0.897861 1.034107 -0.108 0.170 0.261 -0.036
N -0.707994 2.955036 0.207898 -0.385 0.327 0.282 0.179
H -2.748516 0.853040 1.701025 -0.423 -0.622 -0.082 0.080
H -3.277718 1.934272 0.330371 0.136 -0.395 -0.208 0.095
H 0.281471 3.022239 0.041276 0.051 0.052 0.043 0.118
H -1.240480 3.807724 0.269526 0.082 0.026 -0.199 0.117
H -2.944080 2.553207 1.892176 0.363 0.097 -0.039 0.096
```
Forces are in eV/Å.

- Net charge: +1
- Multiplicity: 1
- E_LUMO: -0.0967 Ha
- HOMO-LUMO gap: 10.851 eV



Record 6
DFT (wB97M-V/def2-TZVPD) results for a 2-piece molecular cluster, C4H13NO overall in a non-equilibrium geometry.

XYZ file:
```
19
Properties=species:S:1:pos:R:3:forces:R:3:lowdin_charge:R:1
C -1.403610 -1.165442 0.686255 0.301 -0.518 0.691 -0.105
C -1.045812 0.096585 1.487291 -1.747 0.727 -0.100 -0.261
C 0.341673 0.629128 1.227642 0.712 0.604 0.608 -0.288
N 0.537175 0.928872 -0.187476 0.573 0.639 0.863 -0.131
C 1.957308 0.984716 -0.508212 0.178 -1.070 -2.261 -0.147
H -1.030464 -1.982817 1.304365 0.044 -0.464 -0.466 0.071
H -2.463027 -1.357009 0.506931 -0.122 0.377 0.475 0.073
H -0.989607 -1.227740 -0.314774 0.360 0.030 0.111 0.029
H -1.792049 0.867749 1.204492 0.502 -0.043 0.144 0.107
H -1.226867 -0.070868 2.572352 0.314 0.004 -0.655 0.110
H 0.526083 1.618586 1.752511 -0.324 -1.213 -0.174 0.128
H 1.103958 -0.099741 1.638843 -0.511 0.469 -0.473 0.123
H 0.058070 0.257869 -0.758556 0.182 -0.302 0.018 0.035
H 2.628760 1.334505 0.261911 -0.351 0.378 0.463 0.067
H 2.327192 -0.034781 -0.783250 -0.020 0.457 0.301 0.084
H 2.128933 1.586669 -1.432225 -0.097 -0.148 0.720 0.076
O -0.603760 -1.014956 -2.556288 0.157 0.463 -0.282 -0.055
H -0.700575 -1.269843 -3.478905 -0.049 -0.210 -0.007 0.045
H -0.353382 -0.081491 -2.622914 -0.102 -0.180 0.023 0.040
```
Forces are in eV/Å.

- Structure (SMILES): CCCNC.O
- Multiplicity: 1
- E_LUMO: 0.0265 Ha
- HOMO-LUMO gap: 9.297 eV



One value per record, in order, for total energy: -10876.0872; -10866.7745; -10312.2484; -10313.4620; -12362.3397; -7895.7313 eV.
One value per record, in order, for relative energy (zero: lowest compared OMol25 entry of this formula, charge and spin): 153.4; 224.5; 177.5; 60.4; 52.9; 89.7 kJ/mol.